(1)
Here is C26H58AlOP4 as an isolated structure at a distorted geometry from the OMol25 dataset. Energies are from ωB97M-V/def2-TZVPD.

Energy relative to the best compared isomer or geometry (same formula, charge and spin), kJ/mol: 0.00

```
! RIJCOSX wB97M-V def2-TZVPD def2/J DEFGRID3
* xyz 3 1
H 1.03 -0.25 1.61
H -2.97 -1.92 2.55
H -1.28 -0.69 6.23
H -2.51 2.49 1.96
H -4.82 -1.02 1.30
H -2.09 3.16 -2.52
H -4.79 -0.06 4.18
C 3.34 2.40 0.01
H -3.34 -0.22 0.73
H -1.33 -2.12 0.74
H -1.04 2.05 4.03
C -2.87 2.52 3.00
H -1.94 1.31 6.11
H -4.96 -1.78 3.83
C -1.25 -2.59 -5.96
C -0.84 -3.10 0.68
H 0.01 0.40 5.63
O 0.05 -0.73 -2.48
C 0.88 3.79 -3.18
H 0.99 -2.50 1.59
H -1.42 -3.91 0.21
C 3.18 -0.62 -4.92
H 1.00 -2.97 -3.40
H 5.47 0.33 -2.10
H 1.27 3.32 -4.10
C -3.29 -0.90 2.82
H 0.38 -3.99 -5.63
H -0.35 0.33 -2.43
C -1.09 -2.59 4.19
C 0.42 -3.29 1.10
H 0.38 -1.28 6.08
H 5.50 0.42 -3.89
H -2.02 1.41 -2.21
H 3.07 -2.52 -2.04
H -0.79 4.35 -0.83
H -2.16 -0.08 -3.82
C 4.90 0.62 -2.99
C 1.34 0.78 1.38
H 4.02 -0.14 1.58
H 4.73 -1.91 -1.85
H 4.20 -2.60 -3.42
H 0.33 -1.09 3.65
H 4.67 1.69 -2.94
C -0.37 -0.63 5.61
Al 1.32 0.42 -2.12
C 0.19 -2.57 -4.01
C -1.51 2.25 -2.72
H 3.47 -1.40 0.43
H 3.62 2.62 1.05
H -0.47 -3.16 4.90
C 3.89 -2.01 -2.54
H 0.94 -4.25 0.96
H 1.84 1.21 2.26
H 4.26 2.36 -0.60
P 0.17 2.51 -2.08
H -4.48 0.65 1.80
H 1.70 4.31 -2.68
C -2.06 1.62 3.94
P 2.49 0.78 -0.04
H 0.44 1.37 1.16
H -0.96 -3.05 3.21
H 3.48 0.30 -5.45
H -3.94 2.27 3.01
H 2.71 3.21 -0.37
C -1.97 -1.50 -5.47
H -3.53 0.93 5.42
H 2.14 -0.86 -5.17
H -0.72 2.88 0.18
C -4.22 -0.99 4.02
P -1.68 -0.02 3.12
H -2.83 -1.10 -6.02
C -0.17 3.48 -0.55
H -3.01 2.61 5.58
C -2.67 1.60 5.34
P 3.35 -0.35 -3.12
C 3.81 -0.36 0.52
C -0.49 -1.44 -3.60
C -1.61 -0.92 -4.25
H 4.73 -0.22 -0.06
C -0.18 -3.13 -5.25
H 0.75 3.85 -0.09
H 3.82 -1.45 -5.22
H -1.50 2.07 -3.80
C -0.63 -1.13 4.19
H -1.53 -3.03 -6.92
H 0.10 4.51 -3.46
H -2.78 3.56 3.35
H -3.71 -1.26 4.96
H -2.14 -2.70 4.51
C -4.02 -0.32 1.59
*
```


(2)
Here is C26H58B3BeBrCsF3N4O14PS as an isolated structure at a distorted geometry from the OMol25 dataset. Energies are from ωB97M-V/def2-TZVPD.

```
! RIJCOSX wB97M-V def2-TZVPD def2/J DEFGRID3
* xyz 1 1
H -0.98 9.02 -1.60
C -4.15 6.66 -2.53
H 7.74 -4.65 4.32
H -2.10 -2.01 0.54
F -2.23 1.33 -0.87
H -0.78 6.55 -1.68
H -4.42 -1.30 4.80
C -4.25 -0.73 3.88
H -3.32 7.91 -6.16
O -6.41 0.10 4.34
O -0.22 2.13 -3.21
O 0.73 0.01 -3.96
C 6.65 -4.61 4.25
O -1.38 -3.45 -1.15
C 3.94 -5.57 2.78
H -2.09 5.41 -0.13
O -1.65 -1.70 -3.29
H 6.71 -3.90 2.26
O 1.55 -0.33 -10.44
H 3.25 -1.06 6.42
H -4.48 -4.80 2.82
H 1.03 3.20 -1.68
B 0.94 2.22 -2.35
H 4.55 -2.23 3.29
H -2.73 9.51 -5.66
C -4.19 7.22 -3.95
H 6.77 -2.65 3.45
N 3.67 -4.15 3.31
B 1.66 0.00 -2.84
O -3.20 0.25 -3.62
C -3.74 -3.26 1.39
H 1.10 -4.80 1.19
H 2.74 -4.48 0.61
H -3.37 6.67 -0.02
S -1.95 -0.26 -2.97
H -4.89 5.86 -2.43
H -2.10 -4.84 3.62
H 3.66 -1.84 -2.13
F -3.30 -0.75 -0.60
H 2.65 -4.97 4.94
H -0.67 -2.81 -1.04
O -3.29 8.32 -4.09
C 2.65 -6.02 2.12
Br -5.12 -0.67 -1.70
H -1.62 3.84 -4.41
H -0.47 -6.61 -1.06
P 2.24 -1.73 -2.22
C 3.82 -1.75 5.80
H 2.47 -2.70 2.22
H -3.26 4.05 -2.42
C -1.64 7.06 -2.13
H -0.58 -3.29 2.39
H -1.55 4.41 -2.14
O 3.18 1.09 -10.31
C -3.03 5.77 -0.54
H 2.81 -6.81 1.40
Be -1.43 1.49 -5.82
C -3.71 -4.18 2.40
H 6.32 -5.62 3.99
H 5.89 -2.42 5.89
H 4.08 -1.19 4.91
H 1.54 -3.78 3.30
H -5.20 7.60 -4.14
H -3.36 -0.11 4.02
H -2.72 8.94 -1.81
C -2.43 -2.75 1.24
H -1.97 8.28 -0.35
H -3.80 5.00 -0.46
H -4.07 -1.43 3.06
O 1.50 -2.07 -0.89
O -0.80 -6.78 -0.17
H 1.82 -2.67 -3.23
C 2.89 -2.93 5.48
H 6.30 -4.37 5.25
H -3.13 4.65 -4.71
H -4.00 6.45 -4.69
C -2.15 -0.05 -1.08
H 4.70 -3.12 1.81
O 2.01 1.27 -2.28
H -1.72 8.08 -5.39
H 2.03 -2.53 4.93
C 2.15 -4.74 1.49
C -2.45 4.74 -2.66
C 4.79 -3.21 2.90
Cs -2.81 1.11 -8.38
N 2.64 0.03 -9.93
B -0.40 0.71 -3.41
C 5.09 -2.11 6.57
C -1.63 -3.38 2.17
C -5.44 0.15 3.54
C 3.42 -4.20 4.82
H -1.63 5.60 -4.52
N -2.42 -4.25 2.87
H -4.43 7.46 -1.83
O 3.18 -0.66 -9.05
H 4.24 -6.22 3.60
C -2.20 4.74 -4.15
H -1.41 7.20 -3.18
H 5.46 -1.24 7.10
C -1.85 8.39 -1.43
N -2.82 6.09 -2.02
H 2.48 -3.25 6.44
O -5.32 0.84 2.50
H -0.98 -5.90 0.18
C -2.75 8.45 -5.40
H 4.92 -2.91 7.30
H -4.61 -2.98 0.81
F -1.03 -0.52 -0.40
H 4.31 -4.58 5.31
C 6.26 -3.58 3.20
C 2.36 -3.72 2.59
H 1.94 -6.38 2.88
H 4.74 -5.51 2.03
*
```


(3)
Here is a 4-piece molecular cluster, C26H58B3N4O3P overall at a distorted geometry from the OMol25 dataset. Energies are from ωB97M-V/def2-TZVPD.

SMILES: Cc1cccc(CB2OBOB([PH2]=N)O2)c1.CCN(CC)CC.CCN(CC)CC.CCN(CC)CC

```
! RIJCOSX wB97M-V def2-TZVPD def2/J DEFGRID3
* xyz 0 1
N -2.46 7.57 -5.85
H -3.77 -1.16 6.91
H -5.92 -2.90 5.45
C 0.57 -6.04 0.24
H -0.27 -8.22 2.33
H -5.20 -5.29 5.22
H 0.24 -7.99 4.02
H 0.02 0.71 -3.01
C 4.15 0.57 -1.68
H -1.40 -5.99 2.37
B -0.08 3.67 -3.21
H -0.96 -5.80 4.06
H -0.46 -2.32 2.23
H 2.59 -1.87 -1.99
N 2.11 -0.42 -0.50
H 3.11 4.90 -2.71
H -4.54 -5.24 6.87
C 3.20 7.38 -2.37
C 2.56 10.24 -5.68
H 0.31 3.88 -2.12
H -5.53 -0.73 5.03
C 0.60 -4.10 2.85
C -0.62 -6.21 3.10
H 1.68 1.27 -2.92
H 0.78 1.20 -0.65
H -6.28 -5.06 6.59
C -5.29 -4.80 6.20
H 3.04 -2.59 0.96
C 2.30 -1.81 -0.93
H -4.13 -0.42 3.98
H 1.33 -0.45 -3.18
H -3.85 -3.86 2.39
H -1.48 -8.12 3.61
C -0.34 -3.36 1.89
H -5.34 -2.89 7.11
H 1.62 -7.12 1.75
H 1.61 -3.69 2.73
H -0.92 7.87 -3.95
B -1.06 5.19 -4.72
H -1.34 -3.81 1.85
H 3.40 7.29 -1.22
H -2.96 6.77 -3.56
H 1.05 -6.72 -0.48
H 2.29 -5.55 1.43
H 0.59 -5.04 -0.21
C -0.52 -7.72 3.27
O 0.73 2.96 -4.26
O -1.43 4.15 -3.69
H -5.22 -3.30 3.34
C 1.33 -6.08 1.56
C -5.14 -3.29 6.11
H 3.72 1.32 -2.35
H 0.06 -3.31 0.88
H -3.19 -4.48 4.55
C -3.60 -1.40 5.85
H 5.15 0.92 -1.42
C 3.31 -2.59 -0.10
C 0.96 0.23 -1.14
H 4.27 -0.36 -2.24
H 1.34 -2.34 -0.85
H -2.29 -3.03 4.24
H 0.07 -0.36 -0.91
O -0.14 4.80 -5.83
H 3.40 3.81 -5.24
H 3.39 11.05 -5.44
H 2.52 9.97 -6.85
H 0.31 -3.84 3.87
C 3.04 5.95 -3.22
H 3.97 -0.03 0.36
C 2.76 8.85 -4.84
N 0.65 -5.56 2.75
C -4.15 -3.15 3.17
C 3.05 8.78 -3.22
H 3.15 9.79 -2.63
P -1.87 6.91 -4.50
H -2.55 -1.16 5.68
H 4.32 -2.19 -0.20
C 2.57 4.57 -5.61
C -3.31 -3.39 4.42
H -3.99 -2.15 2.77
H -2.24 6.89 -6.62
H 1.48 10.68 -5.44
C 2.61 7.44 -5.68
H -0.47 -6.35 0.34
N -3.81 -2.84 5.68
H 2.71 4.68 -6.79
C 1.02 0.44 -2.65
B 1.03 4.08 -5.23
H -4.39 0.56 5.41
H 3.06 1.39 -0.03
C 3.32 0.40 -0.42
C -4.47 -0.46 5.01
H 3.34 -3.63 -0.44
C 2.76 6.04 -4.84
H 2.39 7.37 -6.83
*
```


(4)
Here is a 6-piece molecular cluster, C26H58BO8P overall at a distorted geometry from the OMol25 dataset. Energies are from ωB97M-V/def2-TZVPD.

SMILES: C[C@@H](CPCB(O)O)OCc1ccccc1.CC(C)O.CC(C)O.CC(C)O.CC(C)O.CC(C)O

```
! RIJCOSX wB97M-V def2-TZVPD def2/J DEFGRID3
* xyz 0 1
C 2.46 4.51 6.82
C -0.71 -7.84 -0.09
C 2.14 2.29 1.82
H -2.78 -1.72 -0.21
H -4.36 2.00 -2.20
C -9.00 -0.36 -5.33
H -9.08 0.07 -6.33
H 0.86 -6.07 0.91
B 0.95 1.67 -2.56
C 1.00 -3.42 -1.68
C 0.58 0.76 -3.85
H -9.26 0.43 -4.62
H 6.79 6.53 1.11
H -9.74 -1.16 -5.24
O 3.36 5.60 6.63
H 1.44 2.09 2.63
C 6.44 6.41 2.14
C 1.15 -8.57 1.44
O 1.29 -6.53 0.18
C 1.04 4.98 6.55
H 0.95 5.38 5.54
H 3.13 6.29 7.27
C -0.10 -2.25 -3.67
H -3.38 -4.05 -2.33
H 4.25 0.68 2.66
C -4.04 0.26 -3.55
H 6.22 3.85 2.14
H 1.64 2.90 1.07
O 3.56 1.31 0.15
O -1.39 -3.67 -2.00
H -8.17 -2.31 -3.55
H 0.80 -9.61 1.44
H 0.76 5.79 7.24
H 2.38 4.73 8.97
H 4.42 5.96 1.56
H -1.12 -8.86 -0.13
C -7.47 -1.47 -3.68
O 5.53 4.25 1.61
H 4.30 1.82 0.51
H 3.76 -0.77 1.79
H 0.01 0.77 -1.13
C -4.04 0.93 -2.26
H 3.82 4.68 3.61
H 0.32 4.16 6.67
C 0.79 -7.87 0.14
H 0.72 -4.48 -1.41
H -6.88 0.86 -4.57
H -0.47 -1.82 -1.48
O 2.12 2.52 -2.56
H -4.34 0.73 -4.52
H -7.34 -1.63 -5.82
C 4.70 5.33 3.59
H 1.43 -2.95 -0.77
H 2.82 2.04 -2.07
H 1.83 0.44 0.78
C -0.35 -2.70 -2.18
H 1.74 -3.53 -2.53
H -7.68 -0.72 -2.92
C -7.60 -0.88 -5.08
O -6.66 0.19 -5.22
H 4.43 6.28 4.05
O 0.15 1.70 -1.40
H -2.51 -3.49 -3.79
H 5.46 4.85 4.22
H -3.56 -1.63 -4.60
P 1.30 -0.96 -3.60
C -3.11 -1.87 -2.42
H -6.46 -1.83 -3.51
H -0.52 0.79 -4.04
H -3.64 0.77 -0.11
H 2.23 -8.57 1.60
H 2.13 -1.29 -4.72
C 2.61 3.96 8.23
C -3.57 -1.11 -3.60
H -0.95 -7.33 -1.02
C 5.21 5.52 2.17
H 7.26 5.97 2.71
H 2.73 3.74 6.09
C 3.38 0.15 2.25
H 2.97 2.90 2.22
H 0.12 -3.09 -4.37
H -0.98 -1.68 -4.09
C -3.13 -1.19 -1.13
H 1.15 1.23 -4.71
H 1.94 3.11 8.39
C 2.66 1.00 1.21
C -3.60 0.19 -1.07
H 3.64 3.64 8.41
H 2.72 -0.12 3.07
H -1.22 -7.30 0.72
C -2.60 -3.32 -2.69
H 6.22 7.40 2.55
H 0.70 -8.05 2.30
H 1.29 -8.37 -0.70
*
```


(5)
Here is C26H58F4N10O9S as an isolated structure at a distorted geometry from the OMol25 dataset. Energies are from ωB97M-V/def2-TZVPD.

```
! RIJCOSX wB97M-V def2-TZVPD def2/J DEFGRID3
* xyz 0 1
N 6.10 -2.85 4.32
H -0.20 7.90 -6.49
H -1.48 5.75 0.51
H -4.51 -9.98 1.16
O -2.02 3.62 -1.77
H -0.12 0.08 0.23
H -3.78 2.63 -5.48
C 1.89 -1.59 -0.85
F 0.97 -2.19 2.49
S 1.47 -3.18 -2.80
H -0.35 -5.55 -0.77
H 5.52 3.39 6.33
N -2.95 3.57 -3.81
N -3.86 -0.38 -1.28
C -2.68 -0.83 -1.41
C -4.50 -7.66 -0.17
C 0.42 -3.57 -0.45
C 6.86 -2.70 5.44
F 0.15 -3.25 -3.65
H 5.71 -3.82 6.88
H 2.89 -2.02 -0.80
H -0.97 -0.01 -2.12
H -5.10 3.92 -2.09
H -1.82 -4.32 0.85
H -2.68 -2.50 -2.52
H -3.03 -2.49 0.33
N -2.33 -2.21 -1.61
H -5.81 -9.31 -0.63
H -1.87 10.10 -4.47
H 3.80 1.36 2.39
O 0.10 -0.78 0.62
H 6.63 -2.76 3.46
O 8.05 -2.47 5.36
O 2.30 -2.24 -3.45
H 4.86 1.13 3.80
N -1.58 0.02 -1.31
H -4.71 2.18 -2.21
O 0.55 2.28 -0.78
H -1.89 0.98 -1.14
H 1.99 -0.01 0.53
H -0.24 6.13 -6.49
H -4.91 -9.15 2.67
N 4.54 3.82 4.53
C -3.02 3.47 -2.46
H -3.93 -7.09 1.65
H -4.95 3.22 -4.30
H 1.15 3.89 1.80
H 3.80 3.75 6.49
H -4.10 4.37 -5.35
C -4.36 3.14 -1.86
H -2.66 -5.22 -0.41
C -4.21 -9.18 1.83
H -0.40 9.12 -4.54
F 2.58 -0.81 2.57
H -0.40 6.38 -0.74
O 4.34 3.78 2.29
N -4.20 -7.91 1.13
C 6.15 -2.83 6.77
H 4.24 -3.20 5.21
H -3.22 -9.41 2.22
H -1.34 9.20 -3.05
C -2.87 -3.09 -0.56
H 6.89 -2.68 7.56
H 1.28 -4.17 -0.13
C -1.80 7.00 -5.36
H -3.14 7.96 -4.25
C -4.91 -8.83 -1.03
F 2.83 -2.69 1.59
C 0.57 3.36 -0.21
C -0.68 -4.52 -0.97
O -2.58 6.10 -5.64
H 4.50 -4.06 3.69
C 1.60 3.69 0.83
H 0.03 -3.07 0.43
C 1.48 -0.99 0.50
C -0.50 5.63 0.04
C 4.30 3.18 3.35
H 4.33 2.19 5.83
O 1.90 -4.53 -2.64
O -4.44 -6.52 -0.61
H -1.00 4.01 -1.24
H -2.02 3.79 -4.15
C 4.01 1.69 3.41
H 2.20 4.55 0.54
C -0.39 7.01 -5.88
H 0.26 5.81 0.79
H -5.11 -8.46 -2.03
C -4.01 3.44 -4.78
C 4.68 -3.12 4.22
H 3.13 1.48 4.02
H -4.54 -1.13 -1.34
H -3.86 -3.45 -0.86
C 4.55 3.26 5.87
C -2.02 -4.35 -0.23
H 5.37 -2.08 6.87
H 4.18 -2.32 3.68
H -0.86 -4.42 -2.03
H 2.27 2.83 0.93
H 4.73 4.80 4.42
H -4.24 3.09 -0.78
C -1.41 9.17 -4.14
N -0.36 4.30 -0.52
N -2.19 8.03 -4.57
H -4.11 -9.57 -1.08
N 0.88 -2.54 -1.41
H 0.33 6.99 -5.06
H 1.93 -0.76 -1.55
C 1.96 -1.70 1.78
*
```


Going through the records in order, we get E_HOMO values of -0.5094; -0.2866; -0.2990; -0.2949; -0.3052 Ha.
Going through the records in order, we get gap between HOMO and LUMO values of 0.1377; 0.0760; 0.2785; 0.3189; 0.3236 Ha.
Going through the records in order, we get energy values of -73676.252; -163803.764; -51317.694; -54247.718; -82937.694 eV.